CH5INP | ωB97M-V with the def2-TZVPD basis set

- gap between HOMO and LUMO (spin up / spin down) (eV) = 6.94 / 7.52
- max |F| (eV/Å) = 3.4
- LUMO (spin up / spin down) (eV) = 0.4722 / -1.8409
- energy relative to the best compared isomer or geometry (same formula, charge and spin) (kJ/mol) = 168.53

The geometry in ORCA input format:
```
! wB97M-V def2-TZVPD RIJCOSX def2/J DEFGRID3
* xyz 0 3
C -1.17 -1.12 -0.66
N 0.34 1.39 0.82
P 0.64 0.78 -0.69
I 2.63 -0.47 -0.12
H -0.45 -1.88 -0.76
H -1.60 -0.70 -1.67
H -1.67 -1.10 0.28
H 0.79 2.25 1.14
H 0.49 0.85 1.66
*
```

Table of Mulliken atomic charges, one value per atom, all in e: C -1.079; N -0.551; P 0.118; I -0.108; H 0.355; H 0.337; H 0.374; H 0.282; H 0.272



C56H80N11O15 | ωB97M-V with the def2-TZVPD basis set

- gap between HOMO and LUMO (eV) = 6.67
- max |F| (eV/Å) = 7.1
- LUMO (eV) = -2.3206

The geometry in ORCA input format:
```
! wB97M-V def2-TZVPD RIJCOSX def2/J DEFGRID3
* xyz 1 1
C -3.05 0.03 -0.30
C -1.61 -0.31 -0.67
C -0.69 0.90 -0.95
N 0.86 0.74 -0.76
C 1.62 2.03 -1.24
C 3.20 1.78 -1.45
C 3.52 0.49 -2.13
C 2.81 -0.72 -1.47
C 1.21 -0.55 -1.47
C 1.27 0.59 0.75
H -3.68 0.43 -1.09
H -3.16 0.84 0.42
H -3.61 -0.83 0.07
H -1.56 -0.92 -1.58
H -1.19 -0.88 0.16
H -0.97 1.83 -0.45
H -0.95 1.19 -1.97
H 1.09 2.21 -2.17
H 1.38 2.90 -0.62
H 3.48 2.60 -2.11
H 3.81 1.96 -0.56
H 3.37 0.38 -3.20
H 4.57 0.34 -1.89
H 2.98 -1.64 -2.02
H 3.13 -1.03 -0.47
H 0.75 -0.43 -2.45
H 0.79 -1.46 -1.03
H 0.66 -0.23 1.11
H 1.07 1.46 1.38
H 2.28 0.30 1.03
C 1.99 2.24 -8.24
O 1.96 3.43 -8.19
N 0.96 1.56 -7.85
N 3.01 1.55 -8.63
H 0.06 2.02 -7.81
H 1.03 0.57 -7.70
H 2.91 0.67 -9.13
H 3.78 2.17 -8.84
C -1.35 6.92 3.93
O -0.24 6.84 4.41
N -2.45 6.70 4.58
N -1.54 7.11 2.68
H -2.37 6.36 5.53
H -3.37 6.71 4.17
H -2.51 7.22 2.38
H -0.73 7.49 2.21
C 11.88 0.38 -1.61
O 11.44 -0.71 -1.95
N 12.73 1.06 -2.26
N 11.51 1.05 -0.57
H 12.80 0.69 -3.20
H 12.93 2.04 -2.11
H 10.81 0.63 0.02
H 11.67 2.04 -0.54
C -5.42 -1.51 -9.94
C -5.30 -0.31 -9.24
C -5.52 -0.22 -7.84
C -5.67 -1.36 -7.13
C -5.54 -2.63 -7.76
C -5.47 -2.73 -9.16
O -5.41 -4.02 -9.61
O -5.54 1.06 -7.30
H -5.52 -1.71 -11.00
H -5.20 0.61 -9.80
H -5.77 -1.42 -6.05
H -5.77 -3.53 -7.21
H -4.73 -4.46 -9.09
H -6.39 1.12 -6.86
C -10.52 -7.62 5.96
C -9.53 -6.68 5.46
C -9.91 -5.49 4.85
C -11.26 -5.18 4.75
C -12.25 -6.02 5.27
C -11.84 -7.25 5.71
O -12.88 -8.07 5.93
O -8.95 -4.61 4.40
H -10.30 -8.64 6.25
H -8.47 -6.76 5.63
H -11.72 -4.31 4.32
H -13.28 -5.75 5.07
H -12.73 -9.01 6.06
H -8.05 -4.85 4.63
C 2.54 10.74 2.07
C 3.49 9.82 1.58
C 3.56 9.54 0.24
C 2.62 10.14 -0.68
C 1.65 10.92 -0.13
C 1.62 11.29 1.19
O 0.77 12.27 1.64
O 4.46 8.73 -0.11
H 2.77 11.18 3.03
H 4.24 9.33 2.18
H 2.59 9.93 -1.74
H 1.08 11.45 -0.87
H 0.46 12.19 2.55
H 4.57 8.79 -1.06
C -1.87 -7.50 2.30
C -0.92 -8.49 2.43
C -1.05 -9.71 1.91
C -2.12 -10.01 1.07
C -3.12 -9.06 0.91
C -3.00 -7.81 1.52
O -3.85 -6.79 1.48
O -0.22 -10.79 2.29
H -1.77 -6.56 2.83
H -0.03 -8.28 3.00
H -2.19 -11.03 0.73
H -4.04 -9.37 0.43
H -4.63 -6.66 0.93
H -0.07 -10.67 3.23
C 8.48 4.09 7.35
C 9.11 5.30 7.02
C 8.96 5.78 5.72
C 8.10 5.21 4.79
C 7.31 4.09 5.20
C 7.45 3.67 6.48
O 6.71 2.62 6.90
O 9.72 6.75 5.39
H 8.52 3.68 8.35
H 9.74 5.71 7.79
H 7.96 5.64 3.81
H 6.51 3.65 4.63
H 6.77 2.16 7.74
H 10.05 6.84 4.49
C 0.55 -8.43 -6.29
C 1.83 -8.25 -5.90
C 2.34 -6.95 -5.80
C 1.49 -5.85 -5.82
C 0.21 -6.12 -6.00
C -0.33 -7.41 -6.23
O -1.67 -7.59 -6.37
O 3.68 -6.82 -5.47
H 0.16 -9.43 -6.45
H 2.38 -9.18 -6.00
H 1.65 -4.79 -5.70
H -0.46 -5.29 -6.14
H -1.92 -8.52 -6.36
H 3.94 -7.62 -5.00
C -1.60 6.64 -5.31
C -2.65 6.39 -4.31
N -3.44 6.19 -3.46
H -1.49 7.70 -5.53
H -1.91 6.12 -6.22
H -0.58 6.43 -5.00
C -8.11 0.97 6.19
C -9.57 1.13 6.40
N -10.69 1.25 6.63
H -7.46 1.59 6.82
H -8.25 1.19 5.13
H -7.90 -0.09 6.17
C -0.87 1.76 8.64
C -1.42 0.94 7.56
N -1.81 0.23 6.75
H -0.74 2.78 8.27
H 0.10 1.49 9.05
H -1.68 1.86 9.37
C 7.46 -3.36 4.39
C 6.13 -3.60 3.92
N 5.02 -3.72 3.56
H 7.99 -4.31 4.44
H 7.35 -2.77 5.30
H 7.97 -2.67 3.72
*
```

Here are the Mulliken charges for atoms 1 to 99, given in e: C -1.468; C -0.212; C -0.914; N 0.108; C -0.794; C -0.644; C -0.517; C -0.937; C -0.689; C -0.977; H 0.377; H 0.368; H 0.357; H 0.360; H 0.299; H 0.590; H 0.415; H 0.442; H 0.508; H 0.398; H 0.380; H 0.312; H 0.293; H 0.464; H 0.374; H 0.518; H 0.421; H 0.408; H 0.387; H 0.370; C 0.635; O -0.649; N -0.388; N -0.447; H 0.205; H 0.177; H 0.223; H 0.246; C 0.638; O -0.683; N -0.378; N -0.389; H 0.220; H 0.158; H 0.177; H 0.256; C 0.632; O -0.671; N -0.399; N -0.387; H 0.241; H 0.201; H 0.217; H 0.167; C -0.570; C -0.337; C 0.213; C -0.380; C -0.467; C 0.429; O -0.548; O -0.518; H 0.390; H 0.390; H 0.358; H 0.375; H 0.335; H 0.329; C -0.819; C -0.323; C 0.511; C -0.290; C -0.661; C 0.835; O -0.526; O -0.526; H 0.284; H 0.238; H 0.332; H 0.344; H 0.309; H 0.291; C -0.389; C -0.713; C 0.835; C -0.623; C -0.438; C 0.305; O -0.558; O -0.478; H 0.367; H 0.392; H 0.306; H 0.367; H 0.326; H 0.303; C -0.619; C -0.319; C 0.259